No. 1
{
  "formula": "C2H10N2O",
  "method": "wB97M-V/def2-TZVPD",
  "symbols": ["C", "O", "H", "H", "H", "H", "N", "C", "N", "H", "H", "H", "H", "H", "H"],
  "coordinates": [[-1.111, 0.142, 6.382], [-1.705, 0.141, 5.080], [-1.924, 0.062, 7.102], [-0.467, -0.728, 6.481], [-0.511, 1.046, 6.462], [-2.531, 0.618, 5.019], [0.901, -0.995, -3.143], [1.035, 0.209, -3.844], [1.418, 0.015, -5.183], [0.547, -0.819, -2.207], [0.348, -1.752, -3.539], [0.085, 0.813, -3.810], [1.761, 0.917, -3.416], [1.478, 0.857, -5.752], [0.675, -0.526, -5.632]],
  "e_above_lowest_kj_mol": 128.96,
  "total_charge": 1,
  "spin_multiplicity": 2,
  "s2": 0.7554,
  "homo_energy_ev": [-11.9, -11.9],
  "gap_ev": [8.234, 2.896]
}

---

No. 2
{
  "formula": "C2H10N2O2",
  "method": "wB97M-V/def2-TZVPD",
  "symbols": ["N", "C", "C", "N", "H", "H", "H", "H", "H", "H", "O", "H", "H", "O", "H", "H"],
  "coordinates": [[-2.265, -1.034, 2.058], [-2.094, -1.331, 0.721], [-0.898, -1.621, 0.161], [-0.252, -0.943, -0.921], [-1.429, -1.003, 2.614], [-3.153, -0.828, 2.470], [-3.043, -1.324, 0.192], [-0.266, -2.252, 0.791], [-0.479, 0.044, -0.929], [-0.479, -1.297, -1.848], [2.358, 3.546, -1.856], [1.449, 3.311, -1.981], [2.751, 3.995, -2.594], [2.231, 0.350, 0.264], [1.482, -0.035, -0.249], [2.157, -0.251, 1.012]],
  "e_above_lowest_kj_mol": 214.35,
  "total_charge": 0,
  "homo_energy_ev": -7.7,
  "smiles": "N/C=C/N.O.O",
  "gap_ev": 8.486
}

---

No. 3
{
  "formula": "C2H10N2O2",
  "method": "wB97M-V/def2-TZVPD",
  "symbols": ["N", "C", "O", "H", "H", "H", "H", "H", "N", "C", "O", "H", "H", "H", "H", "H"],
  "coordinates": [[-0.756, 2.779, 0.764], [0.109, 2.121, -0.187], [1.167, 1.393, 0.390], [-0.763, 2.261, 1.630], [-0.431, 3.710, 0.946], [-0.427, 1.453, -0.874], [0.559, 2.888, -0.824], [0.925, 0.488, 0.630], [-0.648, -2.889, -0.801], [0.180, -1.763, -0.580], [0.191, -1.258, 0.776], [-0.316, -3.784, -0.480], [-1.629, -2.730, -0.619], [1.193, -2.007, -0.905], [-0.191, -0.923, -1.164], [0.837, -1.739, 1.297]],
  "e_above_lowest_kj_mol": 61.36,
  "total_charge": 0,
  "homo_energy_ev": -9.2,
  "smiles": "NCO.NCO",
  "gap_ev": 9.923
}

---

No. 4
{
  "formula": "C2H10N2O2",
  "method": "wB97M-V/def2-TZVPD",
  "symbols": ["N", "C", "C", "N", "H", "H", "H", "H", "H", "H", "O", "H", "H", "O", "H", "H"],
  "coordinates": [[-0.835, -0.058, -1.947], [0.362, 0.478, -1.400], [0.364, 1.024, -0.169], [1.674, 1.337, 0.253], [-1.088, -0.114, -2.982], [-1.471, -0.631, -1.599], [1.104, 0.691, -2.081], [-0.467, 1.640, 0.440], [2.207, 0.568, -0.093], [1.881, 1.411, 1.225], [-2.508, -0.901, 0.642], [-1.690, -0.383, 0.426], [-3.260, -0.820, -0.052], [1.375, -1.316, 2.060], [0.663, -1.121, 1.398], [0.961, -1.458, 2.971]],
  "e_above_lowest_kj_mol": 264.01,
  "total_charge": 0,
  "homo_energy_ev": -7.4,
  "smiles": "N/C=C/N.O.O",
  "gap_ev": 8.206
}

---

No. 5
{
  "formula": "C2H10N2O2",
  "method": "wB97M-V/def2-TZVPD",
  "symbols": ["N", "C", "O", "H", "H", "H", "H", "H", "N", "C", "O", "H", "H", "H", "H", "H"],
  "coordinates": [[-2.340, -0.797, -1.189], [-1.816, 0.227, -0.315], [-0.630, 0.788, -0.706], [-3.137, -1.331, -0.742], [-2.655, -0.557, -2.155], [-2.577, 1.008, -0.314], [-1.665, -0.359, 0.686], [-0.025, 0.665, 0.013], [1.465, -1.066, 0.011], [1.442, -0.249, 1.122], [1.835, 1.141, 1.084], [1.274, -0.430, -0.788], [2.351, -1.547, -0.312], [0.395, -0.220, 1.449], [2.022, -0.680, 2.003], [2.742, 1.187, 0.539]],
  "e_above_lowest_kj_mol": 195.01,
  "total_charge": 0,
  "homo_energy_ev": -8.9,
  "smiles": "NCO.NCO",
  "gap_ev": 9.776
}

---

No. 6
{
  "formula": "C2H10N2O2",
  "method": "wB97M-V/def2-TZVPD",
  "symbols": ["C", "N", "N", "H", "H", "H", "H", "H", "H", "O", "C", "O", "H", "H", "H", "H"],
  "coordinates": [[1.635, 0.638, 0.301], [1.009, -0.497, -0.387], [1.254, -0.370, -1.805], [1.413, 0.595, 1.370], [1.237, 1.590, -0.065], [2.723, 0.663, 0.190], [1.436, -1.379, 0.028], [0.610, 0.343, -2.169], [0.973, -1.236, -2.271], [-1.594, 1.133, 0.519], [-1.791, -0.185, 0.979], [-2.087, -0.953, -0.118], [-2.395, 1.609, 0.795], [-2.539, -0.199, 1.777], [-0.786, -0.611, 1.411], [-1.099, -1.142, -0.554]],
  "e_above_lowest_kj_mol": 234.64,
  "total_charge": 0,
  "homo_energy_ev": -8.4,
  "smiles": "CNN.OCO",
  "gap_ev": 9.274
}

---

No. 7
{
  "formula": "C2H10N2O2",
  "method": "wB97M-V/def2-TZVPD",
  "symbols": ["N", "C", "O", "H", "H", "H", "H", "H", "N", "C", "O", "H", "H", "H", "H", "H"],
  "coordinates": [[-1.267, -1.670, -1.390], [-0.791, -1.939, -0.060], [-0.910, -0.946, 0.976], [-0.609, -1.766, -2.176], [-1.711, -0.785, -1.521], [-1.133, -2.925, 0.312], [0.213, -2.210, -0.010], [-0.467, -0.049, 0.887], [-0.144, 2.116, 0.258], [1.029, 1.324, -0.127], [1.677, 0.635, 1.086], [-0.702, 1.539, 0.738], [0.035, 2.976, 0.834], [0.794, 0.494, -0.760], [1.926, 1.775, -0.599], [2.062, 1.432, 1.551]],
  "e_above_lowest_kj_mol": 220.48,
  "total_charge": 0,
  "homo_energy_ev": -9.0,
  "smiles": "NCO.NCO",
  "gap_ev": 9.746
}

---

No. 8
{
  "formula": "C2H10N2O2P",
  "method": "wB97M-V/def2-TZVPD",
  "symbols": ["C", "N", "P", "O", "O", "N", "C", "H", "H", "H", "H", "H", "H", "H", "H", "H", "H"],
  "coordinates": [[1.639, 1.056, 0.019], [1.278, -0.071, 0.935], [0.109, -1.023, 0.194], [0.725, -1.914, -0.912], [-0.433, -2.044, 1.281], [-1.121, -0.185, -0.616], [-1.799, 1.006, -0.216], [1.160, 2.025, 0.489], [2.688, 1.231, -0.068], [1.170, 0.843, -0.941], [1.473, 0.044, 1.923], [1.598, -1.662, -1.176], [-1.026, -2.789, 0.998], [-1.518, -0.375, -1.424], [-2.778, 0.891, -0.634], [-1.875, 1.128, 0.827], [-1.291, 1.839, -0.677]],
  "e_above_lowest_kj_mol": 81.31,
  "total_charge": 1,
  "homo_energy_ev": -14.5,
  "smiles": "CNP(O)(O)=[NH+]C",
  "gap_ev": 11.372
}

---

No. 9
{
  "formula": "C2H10N2O3",
  "method": "wB97M-V/def2-TZVPD",
  "symbols": ["C", "C", "O", "O", "N", "H", "H", "H", "H", "H", "H", "H", "N", "O", "H", "H", "H"],
  "coordinates": [[2.442, -0.245, -0.425], [1.351, -0.285, 0.622], [1.582, 0.451, 1.742], [0.126, 0.553, 0.143], [-0.255, 0.319, -1.218], [3.326, -0.745, -0.034], [2.090, -0.726, -1.335], [2.709, 0.786, -0.658], [1.008, -1.298, 0.871], [1.132, 1.331, 1.393], [-1.257, 0.112, -1.181], [-0.116, 1.201, -1.704], [-3.014, -0.218, -0.124], [-2.379, -0.560, 1.120], [-3.692, 0.512, 0.103], [-3.550, -1.048, -0.376], [-1.503, -0.139, 1.061]],
  "e_above_lowest_kj_mol": 474.71,
  "total_charge": 0,
  "homo_energy_ev": -9.6,
  "smiles": "C[C@@H](O)ON.NO",
  "gap_ev": 10.524
}

---

No. 10
{
  "formula": "C2H10N2O3",
  "method": "wB97M-V/def2-TZVPD",
  "symbols": ["C", "N", "C", "N", "O", "H", "H", "H", "H", "H", "H", "O", "H", "H", "O", "H", "H"],
  "coordinates": [[0.062, 1.793, 0.826], [-0.710, 0.775, 0.106], [-0.998, -0.299, 0.815], [-1.883, -1.099, 0.141], [-0.545, -0.686, 1.889], [0.126, 2.566, 0.101], [-0.470, 2.153, 1.772], [1.002, 1.388, 1.329], [-0.417, 0.581, -0.881], [-2.351, -0.786, -0.679], [-2.029, -2.075, 0.442], [1.955, -1.158, 0.054], [2.724, -0.795, 0.468], [1.106, -1.114, 0.592], [0.431, -0.517, -2.352], [1.009, -0.483, -1.526], [0.986, -0.244, -3.099]],
  "e_above_lowest_kj_mol": 67.65,
  "total_charge": 0,
  "homo_energy_ev": -9.8,
  "smiles": "CNC(N)=O.O.O",
  "gap_ev": 10.469
}